(1)
A molecular structure, C24H27AsBr4N3O3RuS2. Source: OMol25; level of theory: ωB97M-V/def2-TZVPD.

The calculation puts the calculated total energy at -401192.8669 eV.

ORCA input file:
```
! RIJCOSX wB97M-V def2-TZVPD def2/J DEFGRID3
* xyz 1 5
Ru 0.72 0.05 1.19
S 2.19 1.88 0.52
C 1.39 2.11 -1.02
N 0.37 1.38 -1.38
C -0.02 1.70 -2.68
C -1.02 1.07 -3.41
C -1.28 1.50 -4.70
C -0.56 2.56 -5.26
C 0.44 3.19 -4.55
C 0.71 2.74 -3.26
S 1.94 3.29 -2.16
H -1.57 0.24 -3.00
H -2.06 1.02 -5.28
H -0.79 2.89 -6.27
H 1.01 4.00 -4.99
Br 3.45 -3.47 6.53
C 2.63 -2.18 5.46
C 1.92 -1.08 6.09
Br 1.85 -0.98 7.94
C 1.30 -0.12 5.33
Br 0.39 1.35 6.04
C 1.35 -0.22 3.92
O 0.80 0.66 3.14
C 2.05 -1.31 3.29
O 2.07 -1.34 2.01
C 2.70 -2.28 4.10
Br 3.59 -3.66 3.19
C -0.85 3.71 2.12
C -1.51 2.98 0.96
As -1.53 1.06 1.21
C -2.35 0.81 2.95
C -3.75 1.40 3.08
C -2.72 0.28 -0.10
C -3.87 1.16 -0.56
H -0.70 4.76 1.85
H 0.13 3.29 2.36
H -1.47 3.68 3.01
H -1.01 3.16 0.01
H -2.55 3.28 0.85
H -1.65 1.25 3.67
H -2.35 -0.27 3.14
H -3.80 2.43 2.73
H -4.05 1.40 4.13
H -4.49 0.82 2.53
H -3.07 -0.66 0.34
H -2.08 0.02 -0.93
H -4.53 1.46 0.25
H -4.47 0.63 -1.30
H -3.50 2.07 -1.04
N 0.58 -1.35 -0.34
C 1.24 -1.91 -1.11
N 1.95 -2.53 -1.99
C 1.77 -2.27 -3.43
C 1.35 -3.57 -4.10
O 2.26 -4.60 -3.80
C 2.30 -4.89 -2.42
C 2.80 -3.68 -1.64
H 2.74 -1.94 -3.83
H 1.04 -1.48 -3.56
H 1.33 -3.45 -5.18
H 0.34 -3.85 -3.76
H 2.98 -5.73 -2.29
H 1.31 -5.18 -2.07
H 3.82 -3.43 -1.93
H 2.76 -3.83 -0.57
*
```

---

(2)
7 unconnected molecules or ions with the total composition C36H50N4O14. Source: OMol25; level of theory: ωB97M-V/def2-TZVPD.

The calculation puts the calculated total energy at -72753.4700 eV. Its SMILES is O=[N+]([O-])c1ccccc1.O=[N+]([O-])c1ccccc1.O=[N+]([O-])c1ccccc1.O=[N+]([O-])c1ccccc1.COCCOC.COCCOC.COCCOC. For the energy relative to the best compared isomer or geometry (same formula, charge and spin), the calculation gives 0.000 eV.

ORCA input file:
```
! RIJCOSX wB97M-V def2-TZVPD def2/J DEFGRID3
* xyz 0 1
C -3.67 4.62 -2.71
C -3.63 3.34 -3.26
C -3.59 2.24 -2.41
C -3.57 2.45 -1.06
C -3.65 3.70 -0.49
C -3.66 4.78 -1.34
N -3.55 1.30 -0.16
O -3.12 1.49 0.96
O -3.97 0.24 -0.59
H -3.66 5.44 -3.42
H -3.58 3.15 -4.32
H -3.63 1.23 -2.80
H -3.65 3.87 0.57
H -3.67 5.78 -0.91
C 0.15 3.79 3.57
C -0.60 3.59 2.44
C -1.22 4.65 1.82
C -1.09 5.92 2.36
C -0.40 6.14 3.53
C 0.22 5.07 4.15
N -1.61 7.06 1.60
O -1.05 8.12 1.75
O -2.55 6.86 0.85
H 0.61 2.99 4.15
H -0.72 2.60 2.02
H -1.76 4.54 0.89
H -0.29 7.14 3.95
H 0.76 5.24 5.07
C -4.79 -3.51 -3.69
C -4.21 -4.77 -3.57
C -3.50 -5.08 -2.44
C -3.36 -4.13 -1.46
C -3.98 -2.90 -1.54
C -4.66 -2.57 -2.69
N -2.68 -4.49 -0.22
O -2.22 -5.61 -0.14
O -2.61 -3.65 0.66
H -5.39 -3.31 -4.58
H -4.48 -5.55 -4.27
H -3.06 -6.07 -2.36
H -3.82 -2.17 -0.76
H -5.14 -1.60 -2.76
C -0.41 -2.09 -4.92
C -0.98 -1.77 -6.15
C -1.17 -0.45 -6.51
C -0.89 0.55 -5.59
C -0.28 0.26 -4.40
C -0.01 -1.06 -4.07
N -1.29 1.92 -5.87
O -1.11 2.74 -4.99
O -1.81 2.15 -6.95
H -0.08 -3.11 -4.74
H -1.21 -2.53 -6.88
H -1.55 -0.21 -7.49
H -0.06 0.98 -3.62
H 0.60 -1.29 -3.20
C 7.07 1.43 3.56
O 6.66 2.78 3.47
C 5.39 3.05 4.00
C 4.23 2.52 3.19
O 4.16 1.11 3.36
C 3.15 0.52 2.55
H 8.15 1.43 3.65
H 6.75 0.84 2.69
H 6.64 0.93 4.43
H 5.32 4.14 4.02
H 5.29 2.69 5.03
H 4.38 2.78 2.14
H 3.32 2.97 3.59
H 3.35 0.75 1.50
H 2.13 0.82 2.82
H 3.24 -0.55 2.71
C 2.70 -6.65 1.03
O 2.18 -5.87 2.08
C 3.11 -4.93 2.61
C 2.45 -3.71 3.18
O 1.54 -3.84 4.25
C 0.50 -4.79 4.06
H 3.30 -7.49 1.40
H 3.30 -6.04 0.35
H 1.85 -7.02 0.45
H 3.89 -4.69 1.88
H 3.70 -5.46 3.38
H 1.94 -3.18 2.36
H 3.25 -3.07 3.56
H 0.84 -5.79 4.32
H 0.07 -4.71 3.06
H -0.28 -4.53 4.79
C 1.42 -2.97 -0.53
O 1.40 -1.56 -0.49
C 0.09 -1.04 -0.32
C 0.18 0.40 0.07
O 0.36 1.17 -1.10
C 0.77 2.49 -0.86
H 1.31 -3.34 -1.56
H 0.70 -3.45 0.14
H 2.46 -3.20 -0.31
H -0.34 -1.54 0.56
H -0.54 -1.24 -1.18
H 0.97 0.55 0.82
H -0.72 0.70 0.63
H 1.49 2.54 -0.03
H -0.06 3.15 -0.56
H 1.24 2.89 -1.75
*
```

---

(3)
4 unconnected molecules or ions with the total composition C15H19B3BrN3O8P2. Source: OMol25; level of theory: ωB97M-V/def2-TZVPD.

The calculation puts the calculated total energy at -127368.4436 eV. Its SMILES is O=P(O)(O)B1OB(Br)OB(P(O)O)O1.c1ccncc1.c1ccncc1.c1ccncc1. For the energy relative to the best compared isomer or geometry (same formula, charge and spin), the calculation gives 2.921 eV.

ORCA input file:
```
! RIJCOSX wB97M-V def2-TZVPD def2/J DEFGRID3
* xyz 0 1
O 3.89 -3.21 3.49
P 4.47 -1.74 3.40
O 6.07 -1.54 4.05
O 4.61 -1.40 1.66
B 3.21 -0.47 4.11
O 3.45 1.01 4.19
B 2.42 1.56 3.24
Br 3.04 2.54 1.60
O 0.98 1.29 3.58
B 0.93 -0.21 3.63
P -0.16 -1.32 2.52
O -0.24 -2.87 3.37
O 0.81 -1.70 1.09
O 1.85 -0.90 4.60
H 6.49 -0.82 3.46
H 5.00 -0.46 1.60
H 0.70 -3.17 3.63
H 1.73 -1.96 1.44
N -3.50 0.39 0.97
C -3.01 0.16 -0.26
C -3.69 -0.53 -1.25
C -4.95 -1.03 -0.95
C -5.49 -0.81 0.31
C -4.73 -0.10 1.23
H -2.02 0.57 -0.44
H -3.24 -0.68 -2.22
H -5.51 -1.58 -1.70
H -6.47 -1.19 0.58
H -5.11 0.10 2.23
N 6.34 3.00 0.58
C 7.24 3.67 1.33
C 8.19 4.53 0.80
C 8.23 4.71 -0.58
C 7.32 4.03 -1.38
C 6.40 3.19 -0.76
H 7.18 3.50 2.40
H 8.89 5.05 1.45
H 8.96 5.37 -1.03
H 7.32 4.14 -2.45
H 5.66 2.64 -1.34
N -6.73 -1.34 -3.64
C -6.24 -1.57 -4.87
C -6.92 -2.26 -5.86
C -8.18 -2.76 -5.56
C -8.72 -2.54 -4.30
C -7.97 -1.83 -3.38
H -5.25 -1.16 -5.05
H -6.47 -2.41 -6.83
H -8.74 -3.31 -6.31
H -9.70 -2.92 -4.03
H -8.34 -1.63 -2.38
*
```

---

(4)
A molecular structure, C35H27I2MoN2OP. Source: OMol25; level of theory: ωB97M-V/def2-TZVPD.

The calculation puts the calculated total energy at -69093.3363 eV.

ORCA input file:
```
! RIJCOSX wB97M-V def2-TZVPD def2/J DEFGRID3
* xyz 2 3
Mo 0.49 0.21 0.26
I 0.32 -3.38 6.79
C 0.77 -2.52 4.96
C 1.44 -3.25 3.99
C 1.74 -2.69 2.76
I 2.73 -3.78 1.31
C 1.36 -1.37 2.51
O 1.68 -0.78 1.33
C 0.68 -0.62 3.48
C 0.31 0.81 3.21
N -0.52 0.99 1.97
C -1.88 0.37 2.08
C -1.78 -1.09 1.75
C -2.50 -2.07 2.41
C -2.33 -3.39 2.04
C -1.44 -3.70 1.02
C -0.76 -2.68 0.40
N -0.93 -1.40 0.75
C 0.40 -1.20 4.70
H 1.73 -4.28 4.20
H -0.28 1.20 4.05
H 1.19 1.45 3.10
H -0.65 2.00 1.84
H -2.28 0.53 3.08
H -2.53 0.87 1.36
H -3.18 -1.79 3.21
H -2.88 -4.17 2.55
H -1.27 -4.72 0.72
H -0.04 -2.87 -0.39
H -0.12 -0.63 5.47
C 1.44 6.55 0.87
C 2.67 6.04 0.50
C 2.78 4.72 0.07
C 1.64 3.92 0.01
C 0.40 4.44 0.38
C 0.30 5.76 0.81
P 1.71 2.25 -0.63
C 3.34 1.53 -0.35
C 3.96 1.69 0.89
C 5.13 1.00 1.16
C 5.66 0.13 0.22
C 5.04 -0.03 -1.01
C 3.88 0.66 -1.30
C 1.30 2.16 -2.36
C 1.81 3.05 -3.28
C 1.48 2.94 -4.63
C 0.62 1.95 -5.03
C 0.06 1.04 -4.11
C -0.89 0.07 -4.53
C -1.48 -0.75 -3.62
C -1.11 -0.69 -2.27
C -0.17 0.19 -1.78
C 0.41 1.12 -2.73
H 1.36 7.57 1.21
H 3.55 6.66 0.55
H 3.74 4.33 -0.22
H -0.50 3.84 0.30
H -0.66 6.16 1.09
H 3.55 2.36 1.63
H 5.63 1.13 2.11
H 6.58 -0.41 0.43
H 5.46 -0.70 -1.75
H 3.40 0.54 -2.27
H 2.47 3.85 -2.95
H 1.89 3.63 -5.35
H 0.34 1.86 -6.07
H -1.15 0.03 -5.58
H -2.23 -1.47 -3.94
H -1.62 -1.38 -1.60
*
```

---

(5)
2 unconnected molecules or ions with the total composition C7H14O3. Source: OMol25; level of theory: ωB97M-V/def2-TZVPD.

The calculation puts the calculated total energy at -13626.9350 eV. Its SMILES is CC(C)C=O.COC(C)=O. For the energy relative to the best compared isomer or geometry (same formula, charge and spin), the calculation gives 2.248 eV.

ORCA input file:
```
! RIJCOSX wB97M-V def2-TZVPD def2/J DEFGRID3
* xyz 0 1
C 0.84 -0.81 1.30
C 0.57 1.06 -2.06
C 2.06 0.08 1.18
C 0.77 -1.93 0.27
C -0.36 1.23 -0.91
O -0.52 2.23 -0.24
H 0.91 -1.28 2.30
H 1.56 0.77 -1.72
H 0.23 0.30 -2.77
H 0.66 2.02 -2.58
H 2.94 -0.46 1.56
H 1.95 1.02 1.74
H 2.33 0.31 0.15
H -0.23 -2.38 0.23
H 1.06 -1.58 -0.73
H 1.47 -2.73 0.54
C -2.71 0.50 -0.74
C -0.69 -0.17 1.56
O -1.33 0.17 -0.89
O -1.59 -0.91 1.92
H -0.58 0.86 1.95
H -3.12 1.37 -1.26
H -3.23 -0.39 -1.09
H -2.99 0.71 0.30
*
```

---

(6)
CH2FPS in the gas phase. Source: OMol25; level of theory: ωB97M-V/def2-TZVPD.

The calculation puts the calculated total energy at -23909.7514 eV. Its SMILES is FPC=S. For the energy relative to the best compared isomer or geometry (same formula, charge and spin), the calculation gives 0.988 eV.

ORCA input file:
```
! RIJCOSX wB97M-V def2-TZVPD def2/J DEFGRID3
* xyz 0 1
C -0.67 0.23 0.52
F 0.25 -1.38 -1.08
P 0.01 0.21 -1.33
S -1.85 1.07 1.18
H -0.10 -0.55 0.96
H 1.26 0.46 -0.88
*
```

---

(7)
A molecular structure, C46H41IrN6O2PS2. Source: OMol25; level of theory: ωB97M-V/def2-TZVPD.

The calculation puts the calculated total energy at -95179.6432 eV. For the energy relative to the best compared isomer or geometry (same formula, charge and spin), the calculation gives 0.003 eV.

ORCA input file:
```
! RIJCOSX wB97M-V def2-TZVPD def2/J DEFGRID3
* xyz 3 1
Ir -0.42 -0.48 -0.10
C 0.51 4.94 0.59
N -0.03 3.70 0.00
C -0.79 3.64 -1.14
C -1.09 2.32 -1.33
N -0.52 1.60 -0.32
C 0.12 2.45 0.47
P 1.21 1.94 1.84
C 0.11 0.68 2.56
N -0.50 -0.30 1.89
C -1.10 -1.14 2.79
C -0.85 -0.64 4.03
N -0.10 0.49 3.87
C 0.41 1.32 4.97
C 2.18 0.76 0.85
N 1.68 -0.17 0.03
C 2.75 -0.82 -0.53
C 3.90 -0.27 -0.05
N 3.53 0.73 0.81
C 4.45 1.57 1.57
H 0.18 5.77 -0.02
H 0.13 5.06 1.60
H 1.59 4.91 0.59
H -1.06 4.51 -1.70
H -1.69 1.86 -2.10
H -1.68 -1.99 2.49
H -1.15 -1.00 5.00
H -0.02 0.96 5.90
H 1.49 1.24 5.03
H 0.12 2.36 4.82
H 2.64 -1.64 -1.22
H 4.93 -0.50 -0.25
H 5.47 1.33 1.27
H 4.27 2.62 1.36
H 4.35 1.38 2.64
C -6.71 3.60 0.52
C -5.68 2.53 0.31
C -4.44 2.58 0.95
C -3.49 1.60 0.75
C -3.77 0.56 -0.13
C -5.02 0.45 -0.73
C -5.96 1.44 -0.52
S -2.73 -0.86 -0.16
O -3.18 -1.78 0.88
C -2.87 -1.56 -1.78
C -3.06 -0.70 -2.90
C -3.00 -1.22 -4.15
C -2.73 -2.59 -4.36
C -2.65 -3.12 -5.67
C -2.38 -4.44 -5.86
C -2.16 -5.29 -4.76
C -2.23 -4.81 -3.48
C -2.53 -3.44 -3.25
C -2.62 -2.90 -1.92
C -2.45 -3.84 -0.77
C -3.52 -4.74 -0.48
C -4.73 -4.74 -1.22
C -5.73 -5.62 -0.91
C -5.58 -6.55 0.14
C -4.43 -6.57 0.88
C -3.37 -5.67 0.59
C -2.19 -5.68 1.36
C -1.18 -4.79 1.10
C -1.33 -3.89 0.03
S 0.01 -2.73 -0.13
O 1.09 -3.14 0.75
C 0.45 -2.76 -1.83
C 0.23 -1.60 -2.56
C 0.59 -1.52 -3.89
C 1.18 -2.63 -4.51
C 1.55 -2.59 -5.96
C 1.41 -3.79 -3.75
C 1.05 -3.86 -2.42
H -6.51 4.18 1.42
H -7.71 3.18 0.59
H -6.71 4.29 -0.33
H -4.24 3.40 1.63
H -2.55 1.63 1.29
H -5.26 -0.40 -1.36
H -6.93 1.37 -0.99
H -3.30 0.34 -2.74
H -3.18 -0.58 -5.01
H -2.83 -2.47 -6.52
H -2.33 -4.85 -6.87
H -1.94 -6.34 -4.92
H -2.07 -5.47 -2.64
H -4.87 -4.04 -2.03
H -6.65 -5.61 -1.48
H -6.38 -7.24 0.37
H -4.30 -7.27 1.69
H -2.08 -6.39 2.16
H -0.27 -4.79 1.68
H -0.30 -0.71 -2.14
H 0.40 -0.62 -4.46
H 1.27 -1.65 -6.42
H 1.06 -3.40 -6.50
H 2.63 -2.72 -6.08
H 1.87 -4.64 -4.23
H 1.24 -4.76 -1.84
*
```

---

(8)
C4H5NO in the gas phase. Source: OMol25; level of theory: ωB97M-V/def2-TZVPD.

The calculation puts the calculated total energy at -7762.7975 eV. Its SMILES is C[C@H](C#N)C=O. For the energy relative to the best compared isomer or geometry (same formula, charge and spin), the calculation gives 3.729 eV.

ORCA input file:
```
! RIJCOSX wB97M-V def2-TZVPD def2/J DEFGRID3
* xyz 0 1
C -0.57 1.19 -0.27
C 0.21 0.16 0.56
C -0.20 -1.29 0.53
O 0.11 -2.02 -0.38
C 1.43 -0.01 -0.54
N 1.38 -0.90 -1.33
H 0.12 2.03 -0.44
H -0.82 0.77 -1.24
H -1.47 1.57 0.22
H 0.20 0.50 1.63
H -0.67 -1.81 1.36
*
```

---

Number 2 is which compound? C36H50N4O14

---

Which of these has the highest calculated total energy? C4H5NO

---

Which of these has the highest calculated total energy? C4H5NO

---

Which of these has the lowest calculated total energy? C24H27AsBr4N3O3RuS2